Molecular formula: C88H198N11
Method: DFT, ωB97M-V/def2-TZVPD

Calculated values
Total charge = +10
Maximum force = 4.43 eV Å⁻¹
Energy relative to the best compared isomer or geometry (same formula, charge and spin) = 0.0 kJ/mol
Molecular weight = 1410.6 g mol⁻¹
HOMO-LUMO gap (spin up / spin down) = 0.114 / 0.326 Eh
Multiplicity = 2
Expectation value of S² = 0.75
Total energy = -4069.03300 a.u.
HOMO level (spin up / spin down) = -19.360 / -25.463 eV

Atoms and positions in Å:
C1 3.17 -4.35 2.33
C2 3.52 -5.18 3.57
C3 3.20 -6.67 3.45
N1 3.21 -7.40 4.82
C4 4.63 -7.18 5.38
C5 2.10 -6.97 5.72
C6 1.41 -8.21 6.32
C7 2.33 -9.40 6.06
C8 2.99 -8.91 4.69
H1 3.86 -3.50 2.36
H2 2.20 -3.86 2.26
H3 3.48 -4.87 1.42
H4 3.09 -4.67 4.44
H5 4.61 -5.17 3.62
H6 3.72 -7.24 2.69
H7 2.16 -6.90 3.21
H8 4.60 -6.13 5.66
H9 5.41 -7.18 4.62
H10 4.92 -7.83 6.21
H11 2.57 -6.37 6.50
H12 1.34 -6.25 5.40
H13 1.33 -8.10 7.40
H14 0.46 -8.27 5.80
H15 3.01 -9.54 6.90
H16 1.63 -10.23 5.99
H17 3.95 -9.36 4.43
H18 2.31 -9.08 3.85
C9 -4.02 1.67 -1.94
C10 -2.69 0.79 -2.13
C11 -1.83 1.01 -0.85
N2 -0.35 0.41 -0.89
C12 0.60 1.10 -1.98
C13 -0.29 -1.06 -0.96
C14 -0.45 -1.64 0.37
C15 -0.04 -0.55 1.36
C16 0.19 0.68 0.50
H19 -4.52 1.52 -0.99
H20 -4.76 1.76 -2.74
H21 -3.57 2.66 -1.92
H22 -2.24 1.00 -3.11
H23 -2.89 -0.27 -2.02
H24 -2.33 0.83 0.11
H25 -1.63 2.08 -0.81
H26 0.58 2.18 -1.82
H27 0.19 0.85 -2.96
H28 1.59 0.69 -1.79
H29 0.69 -1.44 -1.26
H30 -0.96 -1.42 -1.74
H31 0.09 -2.54 0.63
H32 -1.45 -2.07 0.28
H33 0.85 -0.89 1.88
H34 -0.88 -0.36 2.03
H35 1.27 0.81 0.52
H36 -0.28 1.54 0.98
C17 -3.05 -6.58 1.18
C18 -2.24 -5.51 1.99
C19 -3.19 -4.74 3.01
N3 -2.34 -3.93 4.05
C20 -1.54 -4.93 5.00
C21 -3.15 -2.97 5.00
C22 -2.32 -1.71 5.29
C23 -1.04 -1.94 4.48
C24 -1.39 -2.90 3.41
H37 -3.32 -6.50 0.12
H38 -4.02 -6.82 1.60
H39 -2.44 -7.48 1.04
H40 -1.85 -4.86 1.21
H41 -1.38 -6.02 2.43
H42 -3.72 -5.45 3.65
H43 -3.75 -3.96 2.49
H44 -2.12 -5.71 5.50
H45 -1.02 -4.35 5.76
H46 -0.78 -5.53 4.49
H47 -3.45 -3.50 5.90
H48 -4.08 -2.79 4.46
H49 -1.99 -1.62 6.32
H50 -2.93 -0.85 5.00
H51 -0.23 -2.37 5.06
H52 -0.49 -1.06 4.16
H53 -0.58 -3.36 2.86
H54 -2.02 -2.45 2.65
C25 -0.26 3.06 -5.24
C26 0.21 4.46 -5.69
C27 -0.16 5.51 -4.56
N4 0.11 6.96 -5.01
C28 -0.74 7.36 -6.27
C29 -0.23 7.97 -3.85
C30 1.10 8.69 -3.51
C31 1.91 8.54 -4.78
C32 1.66 7.06 -5.25
H55 0.38 2.27 -5.64
H56 -1.31 2.85 -5.47
H57 -0.28 2.95 -4.16
H58 -0.19 4.58 -6.70
H59 1.28 4.60 -5.83
H60 0.53 5.43 -3.71
H61 -1.17 5.47 -4.17
H62 -0.69 8.40 -6.60
H63 -1.75 7.38 -5.86
H64 -0.59 6.73 -7.14
H65 -0.94 8.71 -4.23
H66 -0.67 7.55 -2.95
H67 1.00 9.66 -3.04
H68 1.53 8.17 -2.65
H69 1.48 9.25 -5.47
H70 2.98 8.75 -4.68
H71 1.84 6.91 -6.31
H72 2.22 6.36 -4.63
C33 2.50 -1.45 4.59
C34 3.20 -1.98 5.87
C35 3.85 -0.84 6.65
N5 4.42 -1.37 8.01
C36 4.96 -0.24 8.81
C37 5.59 -2.41 7.91
C38 5.30 -3.46 8.96
C39 3.82 -3.53 9.07
C40 3.27 -2.07 8.81
H73 2.19 -2.31 4.00
H74 3.23 -0.80 4.12
H75 1.59 -0.89 4.82
H76 3.84 -2.83 5.67
H77 2.39 -2.52 6.36
H78 3.17 -0.07 7.02
H79 4.68 -0.38 6.11
H80 4.08 0.38 8.99
H81 5.87 0.19 8.39
H82 5.33 -0.52 9.79
H83 6.57 -1.98 8.12
H84 5.54 -2.58 6.83
H85 5.61 -3.26 9.99
H86 5.74 -4.38 8.60
H87 3.44 -4.05 9.95
H88 3.74 -4.18 8.20
H89 3.18 -1.52 9.75
H90 2.31 -2.02 8.31
C41 -0.02 10.53 3.22
C42 0.66 9.67 2.22
C43 0.77 8.24 2.80
N6 1.52 7.18 1.89
C44 3.04 7.52 1.92
C45 1.27 5.68 2.24
C46 1.19 4.81 0.98
C47 1.37 5.83 -0.16
C48 0.93 7.19 0.46
H91 0.62 10.66 4.09
H92 -1.02 10.15 3.45
H93 -0.30 11.51 2.84
H94 1.65 10.09 2.08
H95 0.16 9.72 1.25
H96 -0.18 7.80 3.11
H97 1.38 8.23 3.71
H98 3.25 8.53 1.55
H99 3.48 6.77 1.26
H100 3.34 7.35 2.95
H101 2.05 5.21 2.84
H102 0.40 5.58 2.89
H103 1.93 4.01 0.96
H104 0.17 4.43 0.87
H105 2.39 5.97 -0.52
H106 0.77 5.60 -1.04
H107 1.29 8.06 -0.08
H108 -0.13 7.38 0.60
C49 7.42 -3.16 2.31
C50 7.03 -1.69 2.31
C51 6.28 -1.27 0.99
N7 6.04 0.24 0.89
C52 7.21 1.12 1.40
C53 4.77 0.42 1.81
C54 4.30 1.77 1.25
C55 4.75 1.93 -0.21
C56 5.65 0.66 -0.43
H109 6.58 -3.79 2.01
H110 7.59 -3.35 3.37
H111 8.35 -3.30 1.76
H112 7.93 -1.10 2.46
H113 6.42 -1.54 3.19
H114 5.34 -1.79 0.85
H115 7.05 -1.43 0.23
H116 7.22 1.16 2.49
H117 7.04 2.16 1.13
H118 8.10 0.65 0.99
H119 4.94 0.42 2.88
H120 3.97 -0.30 1.64
H121 4.93 2.50 1.75
H122 3.24 1.98 1.22
H123 5.41 2.79 -0.35
H124 3.92 1.82 -0.90
H125 6.55 0.73 -1.04
H126 5.09 -0.20 -0.77
C57 -9.10 -0.80 -7.55
C58 -7.66 -1.36 -7.80
C59 -6.71 -0.69 -6.80
N8 -5.54 -1.62 -6.35
C60 -4.60 -1.96 -7.49
C61 -5.93 -2.89 -5.61
C62 -6.39 -2.33 -4.23
C63 -5.37 -1.20 -3.90
C64 -4.69 -0.90 -5.20
H127 -9.78 -0.73 -8.40
H128 -8.90 0.19 -7.16
H129 -9.51 -1.41 -6.73
H130 -7.37 -1.04 -8.80
H131 -7.74 -2.44 -7.91
H132 -7.24 -0.44 -5.88
H133 -6.33 0.26 -7.17
H134 -4.17 -1.04 -7.87
H135 -5.13 -2.55 -8.24
H136 -3.76 -2.54 -7.10
H137 -5.04 -3.51 -5.49
H138 -6.74 -3.42 -6.12
H139 -6.41 -3.07 -3.43
H140 -7.40 -1.94 -4.36
H141 -4.68 -1.59 -3.15
H142 -5.91 -0.30 -3.61
H143 -3.72 -1.40 -5.08
H144 -4.26 0.08 -5.37
C65 -2.76 4.02 -11.53
C66 -3.25 4.59 -10.22
C67 -3.26 3.59 -9.06
N9 -4.05 3.93 -7.78
C68 -5.53 3.99 -8.21
C69 -3.84 2.86 -6.70
C70 -4.19 3.46 -5.35
C71 -4.10 4.94 -5.59
C72 -3.51 5.16 -7.02
H145 -1.67 4.03 -11.50
H146 -3.12 4.59 -12.39
H147 -3.21 3.07 -11.80
H148 -4.27 4.82 -10.52
H149 -2.74 5.49 -9.84
H150 -2.24 3.30 -8.80
H151 -3.55 2.64 -9.49
H152 -6.20 4.23 -7.38
H153 -5.89 3.08 -8.67
H154 -5.56 4.82 -8.92
H155 -4.63 2.14 -6.90
H156 -2.84 2.42 -6.76
H157 -5.22 3.25 -5.04
H158 -3.49 3.23 -4.55
H159 -5.02 5.51 -5.49
H160 -3.50 5.44 -4.83
H161 -3.71 6.12 -7.50
H162 -2.45 4.92 -7.06
C73 0.37 -5.01 -2.61
C74 1.12 -6.22 -2.04
C75 2.36 -6.66 -2.74
N10 3.11 -7.86 -2.02
C76 2.21 -9.12 -1.93
C77 3.72 -7.36 -0.73
C78 5.35 -7.40 -0.87
C79 5.60 -8.25 -2.10
C80 4.35 -8.10 -2.98
H163 0.98 -4.12 -2.45
H164 -0.49 -4.85 -1.96
H165 0.14 -5.14 -3.66
H166 0.44 -7.07 -1.96
H167 1.26 -6.00 -0.98
H168 3.01 -5.80 -2.85
H169 2.23 -7.05 -3.75
H170 1.59 -9.17 -2.82
H171 1.54 -9.19 -1.07
H172 2.90 -9.96 -1.90
H173 3.47 -8.07 0.06
H174 3.40 -6.35 -0.47
H175 5.91 -7.76 -0.01
H176 5.63 -6.35 -1.02
H177 5.78 -9.27 -1.76
H178 6.42 -7.89 -2.73
H179 4.21 -8.91 -3.70
H180 4.52 -7.24 -3.62
C81 -5.29 0.04 3.21
C82 -4.70 1.26 2.62
C83 -3.73 2.12 3.60
N11 -3.83 3.65 3.13
C84 -3.29 3.69 1.74
C85 -2.85 4.51 4.00
C86 -3.43 6.01 3.92
C87 -4.99 5.88 3.62
C88 -5.12 4.34 3.38
H181 -6.18 -0.40 2.76
H182 -5.65 0.24 4.22
H183 -4.53 -0.74 3.19
H184 -5.52 1.83 2.20
H185 -4.21 0.93 1.70
H186 -2.72 1.72 3.63
H187 -3.94 2.20 4.66
H188 -3.85 3.08 1.04
H189 -2.23 3.46 1.61
H190 -3.32 4.70 1.33
H191 -1.78 4.55 3.77
H192 -2.91 4.06 4.99
H193 -3.07 6.67 3.13
H194 -3.31 6.48 4.89
H195 -5.38 6.37 2.72
H196 -5.48 6.27 4.51
H197 -5.86 4.05 2.64
H198 -5.49 3.89 4.30